61
Properties=species:S:1:pos:R:3 method="wB97M-V/def2-TZVPD" largest_force_ha_per_bohr=0.235 total_energy_ha=-2002.34166 charge=-1 orbital_gap_ev=9.0 homo_ev=-7.48 e_above_lowest_kcal_mol=191.6
O -0.503 3.816 0.186
C -0.327 2.708 -0.161
O -0.583 1.638 0.473
B -0.330 0.464 -0.350
O 0.211 1.009 -1.633
C 0.219 2.231 -1.374
O 0.253 3.041 -2.377
O -1.502 -0.434 -0.529
C -1.251 -1.507 -0.033
O -2.131 -2.385 0.149
C 0.113 -1.621 0.419
O 0.621 -0.508 0.350
O 0.473 -2.613 1.001
O 2.585 -2.654 -0.347
H 3.156 -3.023 0.331
H 3.202 -2.192 -0.894
O -0.508 -4.933 -1.873
H -1.021 -4.930 -2.667
H -1.200 -4.717 -1.110
O -3.296 3.654 1.806
H -3.805 3.028 1.431
H -2.576 3.958 1.189
O 1.687 2.705 0.886
H 2.578 2.976 1.233
H 1.262 2.743 1.710
O 1.573 -4.550 1.702
H 0.822 -5.063 2.028
H 0.873 -4.000 1.214
O 2.445 -0.378 2.425
H 1.996 -0.442 1.652
H 3.112 0.071 2.064
O 2.642 1.337 -1.496
H 2.250 1.429 -0.695
H 2.852 2.246 -1.637
O 1.483 5.391 -0.116
H 1.277 4.538 0.299
H 1.623 5.770 0.671
O 0.428 5.319 -3.343
H 0.050 4.355 -3.101
H 1.061 5.285 -2.646
O 2.083 -2.642 3.968
H 1.749 -3.091 3.265
H 2.194 -1.773 3.525
O 1.008 1.222 -4.682
H 0.960 1.382 -3.785
H 0.810 0.286 -4.802
O -1.193 6.322 1.410
H -0.740 5.596 1.055
H -1.666 6.976 0.668
O -4.658 -0.763 -0.369
H -3.903 -1.197 -0.386
H -5.129 -1.534 -0.753
O -2.376 -5.225 0.191
H -2.612 -4.348 0.646
H -2.191 -5.867 0.862
O -2.758 -3.594 3.024
H -2.419 -2.816 2.568
H -2.843 -3.315 3.912
O 0.737 -2.955 -2.691
H -0.088 -3.469 -2.580
H 1.201 -2.970 -1.868

---

61
Properties=species:S:1:pos:R:3 method="wB97M-V/def2-TZVPD" largest_force_ha_per_bohr=0.219 total_energy_ha=-2002.46542 charge=-1 orbital_gap_ev=8.6 homo_ev=-6.99 e_above_lowest_kcal_mol=113.9
O 2.109 -0.180 -2.096
C 1.794 0.551 -1.160
O 0.693 0.389 -0.606
B 0.879 0.908 0.773
O 2.259 1.393 0.770
C 2.750 1.186 -0.363
O 3.914 1.343 -0.678
O 0.673 -0.123 1.783
C -0.425 0.115 2.340
O -1.065 -0.791 2.847
C -0.948 1.254 1.777
O -0.176 1.875 1.033
O -2.167 1.602 1.920
O 5.817 -0.855 0.231
H 5.352 -1.568 -0.224
H 5.160 -0.208 0.260
O 3.129 -1.696 0.899
H 2.453 -1.453 1.500
H 3.628 -2.184 1.565
O 4.291 0.735 -3.275
H 3.661 0.000 -3.280
H 4.348 0.985 -2.346
O -3.657 0.900 4.598
H -4.470 0.736 5.031
H -3.912 1.532 3.984
O 3.533 -2.202 -3.960
H 2.594 -1.946 -3.835
H 3.392 -2.987 -4.511
O -4.817 1.592 2.221
H -3.999 1.369 1.789
H -5.482 0.883 2.028
O -2.241 -3.302 2.352
H -2.949 -3.955 2.401
H -2.585 -2.430 2.535
O 0.984 -1.728 -4.293
H 0.310 -1.962 -4.869
H 0.522 -1.395 -3.546
O 0.033 -2.360 -1.500
H 0.154 -1.529 -1.070
H -0.148 -2.836 -0.706
O 1.195 -2.837 3.212
H 1.856 -3.063 3.901
H 0.661 -2.195 3.657
O -3.323 3.847 0.934
H -3.135 3.479 1.784
H -4.245 3.704 0.858
O -2.399 2.128 -0.897
H -1.600 2.550 -1.131
H -2.728 2.602 -0.137
O 2.165 3.025 -3.112
H 2.526 3.560 -3.880
H 2.171 2.146 -3.503
O -2.198 -0.671 -0.517
H -1.892 0.167 -0.917
H -2.710 -0.326 0.179
O -0.490 0.713 -3.296
H -0.371 1.536 -2.763
H 0.115 0.885 -4.024
O -3.673 -0.962 2.105
H -2.909 -0.847 2.620
H -4.423 -1.114 2.608

---

61
Properties=species:S:1:pos:R:3 method="wB97M-V/def2-TZVPD" largest_force_ha_per_bohr=0.097 total_energy_ha=-2002.52413 charge=-1 orbital_gap_ev=9.6 homo_ev=-7.92 e_above_lowest_kcal_mol=77.1
O 1.713 -1.394 3.562
C 0.941 -1.076 2.656
O 1.084 -0.161 1.704
B -0.055 -0.177 0.731
O -1.027 -1.107 1.348
C -0.404 -1.733 2.381
O -0.934 -2.532 3.113
O 0.381 -0.571 -0.617
C 0.086 0.301 -1.543
O 0.243 0.285 -2.742
C -0.650 1.390 -0.770
O -0.657 1.149 0.544
O -1.144 2.374 -1.373
O 0.929 -3.903 8.136
H 0.212 -4.158 8.717
H 0.510 -3.759 7.287
O 2.533 4.458 2.015
H 2.331 3.523 1.980
H 2.166 4.752 2.848
O -0.919 -3.626 -5.222
H -0.927 -2.902 -4.596
H -1.504 -4.280 -4.840
O -2.838 -4.273 -1.608
H -3.171 -3.468 -1.212
H -2.677 -4.856 -0.866
O 1.220 6.535 -0.893
H 1.715 5.960 -0.309
H 1.373 6.177 -1.768
O -0.847 3.294 -7.308
H -1.466 2.655 -6.955
H -1.088 4.120 -6.888
O 2.405 4.239 -3.899
H 2.978 4.201 -3.133
H 2.526 3.394 -4.332
O -0.282 -0.346 -7.947
H -0.791 -0.457 -7.144
H -0.263 0.600 -8.090
O 6.482 -0.340 5.417
H 6.152 0.369 4.865
H 5.848 -0.404 6.130
O 3.826 -3.108 0.352
H 3.933 -2.220 0.694
H 3.279 -3.000 -0.426
O -2.564 -6.823 3.754
H -2.311 -5.939 4.020
H -2.644 -6.774 2.802
O 4.153 0.414 -4.839
H 4.452 0.817 -5.654
H 3.211 0.292 -4.964
O 3.933 -0.855 8.096
H 3.589 -1.231 7.286
H 3.596 -1.424 8.788
O -5.131 -0.588 2.951
H -5.198 -1.531 2.800
H -5.087 -0.501 3.904
O -6.273 3.436 -4.000
H -6.699 2.817 -4.593
H -5.555 2.937 -3.610
O -5.101 3.324 1.194
H -5.344 2.405 1.307
H -4.251 3.296 0.756

---

49
Properties=species:S:1:pos:R:3 method="wB97M-V/def2-TZVPD" largest_force_ha_per_bohr=0.043 total_energy_ha=-1108.71311 orbital_gap_ev=8.9 homo_ev=-8.86 e_above_lowest_kcal_mol=57.6 smiles="[H]/N=C/NCCC.O.O.O.O.O.O.O.O.O.O.O"
C -1.107 -0.657 -3.931
C -2.031 -1.084 -2.786
C -1.195 -1.134 -1.476
N -1.937 -0.971 -0.232
C -2.540 -2.013 0.413
N -3.181 -1.701 1.470
H -0.241 0.005 -3.842
H -0.513 -1.424 -4.405
H -1.781 -0.282 -4.734
H -2.444 -2.058 -2.969
H -2.843 -0.352 -2.724
H -0.714 -2.102 -1.505
H -0.548 -0.247 -1.427
H -1.828 -0.104 0.263
H -2.260 -2.993 -0.038
H -3.699 -2.358 2.027
H 2.577 0.236 2.232
H 2.436 1.306 3.233
O 2.075 0.421 3.036
H 0.484 -0.529 2.230
H -0.421 -1.656 2.591
O -0.158 -1.140 1.819
H 2.940 3.377 1.870
H 1.718 3.399 2.799
O 2.668 3.265 2.789
H -1.253 3.185 -0.976
H -0.047 3.881 -1.479
O -0.477 3.021 -1.556
H 1.118 -1.882 0.313
H 1.453 -2.987 -0.811
O 1.716 -2.135 -0.407
H 2.272 -0.677 -0.996
H 1.502 0.608 -1.459
O 2.364 0.202 -1.446
H 1.618 3.224 -0.642
H 1.247 1.916 -0.196
O 1.972 2.536 -0.068
H 4.634 0.679 0.307
H 3.651 -0.405 0.709
O 4.438 0.058 1.018
H -2.638 0.898 2.405
H -1.210 1.331 2.484
O -2.051 1.613 2.100
H -3.078 1.766 -1.033
H -2.695 2.371 0.424
O -2.949 2.541 -0.491
H -0.533 -3.759 -1.450
H 0.525 -4.794 -1.656
O 0.141 -4.237 -0.965

---

49
Properties=species:S:1:pos:R:3 method="wB97M-V/def2-TZVPD" largest_force_ha_per_bohr=0.036 total_energy_ha=-1129.02646 charge=+1 orbital_gap_ev=11.1 homo_ev=-13.52 e_above_lowest_kcal_mol=20.9
C 0.316 -1.566 0.914
C -0.502 -1.183 -0.305
C -1.267 0.136 -0.171
C -0.669 1.211 -0.987
O 0.187 1.037 -1.828
N 1.374 -0.545 1.120
H -0.380 -1.449 1.750
H 0.704 -2.575 0.848
H 0.102 -1.191 -1.211
H -1.235 -1.983 -0.462
H -2.358 0.087 -0.243
H -1.253 0.339 0.911
H -1.137 2.214 -0.910
H 1.452 0.146 0.378
H 2.322 -0.979 1.128
H 1.229 -0.046 2.024
H 1.651 2.928 0.389
H 0.186 3.302 0.047
O 0.729 2.831 0.681
H -2.044 1.843 4.099
H -2.113 0.323 3.428
O -1.631 0.992 3.928
H -4.686 -1.461 -0.745
H -4.685 -0.149 0.067
O -4.133 -0.886 -0.203
H -0.527 -0.937 -3.292
H 0.123 -0.981 -4.525
O -0.042 -1.606 -3.808
H 1.016 1.323 3.416
H 0.153 0.322 4.111
O 1.020 0.388 3.661
H 2.811 -2.410 -2.257
H 1.304 -2.834 -2.266
O 2.016 -2.450 -1.743
H -2.964 -0.769 -1.944
H -2.515 -1.351 -3.397
O -2.717 -0.586 -2.857
H 4.125 -0.091 -0.066
H 4.516 -1.594 0.282
O 4.004 -0.822 0.553
H 1.258 2.566 -2.002
H 2.167 3.592 -2.582
O 2.176 2.875 -1.936
H 3.965 2.435 0.036
H 2.700 2.045 -0.715
O 3.296 1.745 -0.001
H -3.656 -1.225 1.486
H -3.149 -1.926 2.837
O -3.238 -1.088 2.363

---

51
Properties=species:S:1:pos:R:3 method="wB97M-V/def2-TZVPD" largest_force_ha_per_bohr=0.057 total_energy_ha=-1279.78842 charge=-1 orbital_gap_ev=8.7 homo_ev=-6.14 e_above_lowest_kcal_mol=95.8
C 1.590 1.584 -2.466
C 0.967 0.222 -2.073
N -0.191 0.519 -1.175
C -0.930 -0.564 -0.605
C -0.183 -1.556 0.369
O 0.452 -0.915 1.246
O -0.336 -2.791 0.267
H 1.590 2.434 -1.814
H 0.925 2.010 -3.306
H 2.645 1.615 -2.841
H 0.484 -0.168 -2.932
H 1.575 -0.648 -1.704
H 0.331 1.004 -0.466
H -1.345 -1.138 -1.439
H -1.833 -0.116 0.026
H -0.337 1.025 2.350
H 0.613 0.642 1.479
O 0.270 1.520 1.732
H -3.769 0.818 0.599
H -3.491 0.056 -0.734
O -3.961 0.024 0.108
H -2.240 0.583 -3.333
H -1.647 -0.935 -3.306
O -2.367 -0.350 -3.518
H 0.122 3.658 -0.496
H -0.129 2.600 0.478
O -0.633 3.353 0.029
H 2.106 -3.888 0.071
H 2.124 -3.197 1.459
O 2.723 -3.449 0.723
H -1.858 2.151 1.559
H -2.831 2.928 0.755
O -2.721 2.050 1.135
H 1.523 -3.087 -2.350
H 0.397 -3.125 -1.383
O 0.610 -2.779 -2.276
H -1.616 -2.196 2.564
H -0.654 -3.463 2.182
O -1.090 -2.933 2.839
H 1.880 1.573 2.567
H 3.041 0.583 2.055
O 2.817 1.351 2.608
H 1.207 0.022 3.710
H 0.279 -1.059 3.495
O 0.287 -0.182 3.902
H -1.719 3.077 -1.298
H -1.384 2.169 -2.469
O -2.029 2.803 -2.163
H 2.119 -1.265 1.430
H 3.539 -1.395 0.804
O 3.080 -1.176 1.607

---

49
Properties=species:S:1:pos:R:3 method="wB97M-V/def2-TZVPD" largest_force_ha_per_bohr=0.181 total_energy_ha=-1054.44956 orbital_gap_ev=8.8 homo_ev=-8.90 e_above_lowest_kcal_mol=83.3 smiles=CCCCN.O.O.O.O.O.O.O.O.O.O.O
C -1.171 3.708 0.325
C -1.662 2.712 -0.864
C -2.945 2.039 -0.424
C -2.688 1.141 0.950
N -1.435 0.526 1.096
H -0.531 4.530 0.067
H -0.487 3.092 0.982
H -1.993 4.007 0.988
H -1.810 3.284 -1.835
H -0.774 2.098 -1.038
H -3.635 2.743 -0.166
H -3.189 1.352 -1.320
H -3.396 0.265 1.076
H -2.902 1.954 1.701
H -0.673 1.150 1.630
H -0.932 0.253 0.284
H 1.607 -0.348 -1.875
H 1.337 -1.486 -1.080
O 2.117 -0.997 -1.520
H -0.494 -3.056 1.905
H 0.961 -3.154 1.954
O 0.225 -3.405 1.393
H -0.687 -3.325 -1.962
H -0.378 -3.200 -0.362
O -0.071 -3.554 -1.252
H 2.754 -0.570 0.890
H 3.746 0.610 1.422
O 2.807 0.376 0.995
H 3.567 2.169 -0.397
H 3.034 0.738 -0.783
O 3.386 1.583 -1.168
H -0.281 -0.914 2.868
H -1.506 -1.651 3.262
O -0.545 -1.573 3.430
H -1.995 -0.081 -3.469
H -1.722 -1.541 -3.799
O -1.886 -0.987 -2.969
H 1.032 1.858 3.257
H 1.591 0.847 2.273
O 1.055 1.078 2.886
H 2.170 1.876 -3.367
H 1.814 2.408 -2.087
O 1.517 2.482 -3.039
H 3.328 -2.167 -0.368
H 2.524 -3.262 0.527
O 3.226 -2.499 0.484
H -3.378 -1.692 0.450
H -2.968 -1.005 -0.982
O -3.693 -1.135 -0.270

---

54
Properties=species:S:1:pos:R:3 method="wB97M-V/def2-TZVPD" largest_force_ha_per_bohr=0.130 total_energy_ha=-1753.75367 charge=-2 orbital_gap_ev=6.6 homo_ev=-1.67 e_above_lowest_kcal_mol=119.0
C 0.231 1.804 0.901
C 0.109 0.649 -0.117
C -1.194 0.407 -0.547
S -1.253 -0.868 -1.808
N 0.896 -0.466 0.303
C 0.795 -0.988 1.661
O 0.425 -0.378 2.647
O 1.134 -2.201 1.611
H -0.453 2.678 0.921
H 1.281 2.256 0.748
H 0.221 1.545 1.946
H 0.686 1.073 -1.002
H -1.903 -0.211 0.134
H -1.822 1.257 -0.573
H 0.861 -1.215 -0.410
H 1.807 -0.039 -3.370
H 0.375 0.323 -3.418
O 1.314 0.669 -3.572
H -1.092 -2.401 2.559
H -0.703 -1.321 3.738
O -1.484 -1.949 3.399
H -0.512 -4.461 0.526
H -1.511 -3.397 0.251
O -1.454 -4.256 0.601
H 0.951 -2.400 -1.777
H 2.400 -2.719 -2.152
O 1.482 -2.716 -2.518
H -3.970 0.460 0.670
H -4.100 0.340 -0.954
O -4.354 0.797 -0.117
H -2.488 -0.454 3.252
H -1.396 0.254 2.274
O -2.428 0.268 2.634
H 1.917 2.631 -1.548
H 1.997 1.317 -2.294
O 2.507 2.139 -1.958
H -1.997 3.305 0.694
H -2.946 2.533 -0.416
O -2.262 3.202 -0.250
H 4.309 -1.083 0.166
H 3.481 -2.555 -0.220
O 4.081 -1.794 -0.509
H 2.036 -3.204 0.810
H 1.907 -3.699 -0.633
O 2.473 -3.843 0.187
H 3.708 1.498 -0.742
H 3.181 0.284 0.071
O 4.019 0.943 -0.066
H -0.815 3.255 -1.999
H 0.271 2.784 -2.801
O -0.417 3.410 -2.781
H -3.943 2.151 1.429
H -2.968 1.809 2.438
O -3.386 2.576 1.980

---

53
Properties=species:S:1:pos:R:3 method="wB97M-V/def2-TZVPD" largest_force_ha_per_bohr=0.102 total_energy_ha=-1260.34400 orbital_gap_ev=9.4 homo_ev=-9.28 e_above_lowest_kcal_mol=121.7
N 0.844 -2.596 -1.331
C 1.326 -1.373 -0.750
C 0.165 -0.456 -0.251
N -0.023 -0.637 1.199
C -1.369 -0.217 1.587
C -1.596 -0.295 3.067
O -1.569 -1.259 3.772
H 0.269 -3.115 -0.705
H 0.377 -2.537 -2.230
H 2.017 -0.772 -1.598
H 2.088 -1.596 0.078
H -0.731 -0.654 -0.848
H 0.323 0.664 -0.411
H 0.057 -1.620 1.303
H -1.696 0.878 1.236
H -2.233 -0.854 1.006
H -1.710 0.622 3.634
H 2.606 1.453 1.751
H 1.232 0.777 1.858
O 1.670 1.693 1.770
H -0.661 3.717 -0.078
H -2.046 4.510 0.051
O -1.584 3.631 0.262
H -2.807 -1.531 -2.558
H -2.806 -0.036 -2.043
O -2.626 -0.671 -2.843
H 4.500 -0.249 1.543
H 3.918 -0.347 0.153
O 3.642 -0.372 1.093
H -1.277 3.072 1.804
H 0.032 2.703 2.395
O -0.885 2.755 2.601
H -0.577 1.471 -4.546
H -0.837 0.159 -3.566
O -0.327 0.994 -3.665
H -2.237 -3.993 -0.480
H -1.079 -4.556 -1.014
O -1.945 -4.398 -1.292
H -0.801 -4.287 1.977
H -2.012 -3.216 2.555
O -1.758 -3.888 1.890
H -1.481 2.157 -0.803
H -1.697 1.414 -2.102
O -1.715 1.337 -1.174
H 1.165 2.534 0.459
H 1.533 4.066 0.052
O 1.035 3.260 -0.198
H 3.625 -0.210 -1.724
H 3.957 -1.653 -1.332
O 4.363 -0.781 -1.458
H 1.215 2.382 -1.646
H 1.125 1.687 -2.958
O 1.667 1.903 -2.284